# 1
{"formula": "C4H2Br3ClO", "method": "the ωB97M-V functional and the def2-TZVPD basis", "species": ["C", "C", "C", "C", "O", "Cl", "Br", "Br", "Br", "H", "H"], "positions_angstrom": [[-0.54, -1.11, -0.97], [0.75, -0.87, -0.40], [1.56, 0.20, -0.35], [-0.55, 1.28, 0.78], [2.23, 1.08, -0.53], [-0.55, 2.96, 0.25], [1.25, -1.99, 1.12], [-0.29, 1.18, 2.68], [-2.01, 0.16, 0.21], [-0.88, -2.14, -0.77], [-0.97, -0.75, -2.02]], "gap_ev": 7.23, "spin_multiplicity": 1, "homo_energy_ev": -7.7303, "lumo_ev": -0.5}

# 2
{"formula": "C4H2BrNS", "method": "the ωB97M-V functional and the def2-TZVPD basis", "species": ["S", "C", "C", "N", "C", "C", "Br", "H", "H"], "positions_angstrom": [[0.14, 1.65, -1.29], [-0.73, 0.33, -0.75], [-0.09, -0.60, 0.11], [1.17, -0.61, 0.74], [0.40, -1.21, 1.70], [-0.54, -1.76, 0.92], [-2.20, -2.57, 1.07], [-1.85, 0.23, -1.07], [1.89, 0.18, 1.00]], "gap_ev": [6.65, 6.58], "spin_multiplicity": 1, "homo_energy_ev": [-8.8780, -8.8327], "lumo_ev": [-2.2, -2.3], "smiles": "S=C[C@]12NC1=C2Br"}

# 3
{"formula": "C4H2Cl2N2O", "method": "the ωB97M-V functional and the def2-TZVPD basis", "species": ["C", "C", "C", "C", "N", "N", "O", "Cl", "Cl", "H", "H"], "positions_angstrom": [[-1.14, 0.03, -0.86], [0.08, -0.40, -0.76], [1.40, 0.47, 0.78], [1.98, -1.46, -0.15], [-2.24, 0.37, -0.94], [2.20, -0.50, 0.71], [0.89, -1.38, -0.87], [0.96, 1.71, 1.70], [-3.56, 2.36, 0.69], [-3.18, 1.19, -0.11], [2.61, -2.39, -0.19]], "gap_ev": [7.74, 7.34], "spin_multiplicity": 1, "homo_energy_ev": [-9.1896, -8.8230], "lumo_ev": [-1.4, -1.5]}

For the records above, the corresponding relative energy (zero: lowest compared OMol25 entry of this formula, charge and spin) values read 2.5, 79.0, 123.4 kcal/mol.
For the records above, the corresponding electronic energy values read -8410.914361, -3180.359352, -1258.532474 Ha.